# 1
The following is a quantum chemistry calculation of a structure of composition C62H78BClF5N2O4SSeTl in a non-equilibrium geometry, from the Open Molecules 2025 dataset.

The geometry in XYZ format:
```
156
Properties=species:S:1:pos:R:3:lowdin_charge:R:1
Tl -0.39250 -0.11280 -0.14410 0.899
C 5.99970 4.22080 -0.32100 -0.060
C 6.34380 2.85260 0.28460 -0.557
C 7.18980 2.05510 -0.71830 -0.053
C 7.20380 3.10300 1.52840 -0.074
C 5.06000 2.08770 0.58030 -0.192
C 4.12520 1.88910 -0.42240 -0.088
C 2.93960 1.22600 -0.17860 -0.344
Se 1.70590 1.03160 -1.65280 1.201
C 0.97610 2.82530 -1.79760 -0.352
C 1.77670 3.86160 -2.23070 -0.076
C 1.26320 5.13860 -2.38730 -0.194
C -0.07270 5.32210 -2.04000 0.009
C -0.90780 4.31010 -1.61300 -0.085
C -0.41420 2.97050 -1.52990 -0.416
O -1.15880 1.95480 -1.28350 -0.244
C -2.37910 4.59160 -1.31690 -0.520
C -2.72470 6.08610 -1.31530 -0.075
C -2.74750 4.03710 0.05980 -0.082
C -3.19660 3.89740 -2.41210 -0.046
C 2.12660 6.25440 -2.95970 -0.557
C 2.66500 5.81860 -4.33090 -0.055
C 1.34060 7.55070 -3.18350 -0.076
C 3.28980 6.55290 -2.00670 -0.045
C 2.61760 0.64490 1.07580 -0.385
O 1.53560 -0.00340 1.29860 -0.216
C 3.60740 0.83240 2.09810 -0.082
C 4.76190 1.53750 1.82500 0.013
C 3.37070 0.21460 3.47490 -0.527
C 3.27110 -1.30740 3.30800 -0.036
C 4.48950 0.50610 4.48730 -0.079
C 2.05890 0.75770 4.05520 -0.041
H 6.90340 4.81230 -0.47200 0.076
H 5.33080 4.76840 0.33910 0.091
H 5.50950 4.10680 -1.28300 0.059
H 8.11190 2.58840 -0.95470 0.073
H 6.64140 1.89010 -1.64120 0.076
H 7.44690 1.08430 -0.30070 0.086
H 8.08760 3.67910 1.24930 0.074
H 7.54060 2.16760 1.96860 0.078
H 6.65200 3.66830 2.27570 0.084
H 4.30330 2.25830 -1.42270 0.088
H 2.81100 3.65340 -2.46130 0.090
H -0.47960 6.31400 -2.12450 0.077
H -2.10950 6.62150 -0.59560 0.082
H -3.76830 6.21790 -1.03020 0.076
H -2.58970 6.52670 -2.30090 0.072
H -2.15170 4.51390 0.83470 0.079
H -2.54280 2.97470 0.09300 -0.003
H -3.80240 4.20040 0.27850 0.079
H -2.92390 4.29740 -3.38880 0.089
H -4.26720 4.04010 -2.26300 0.078
H -2.97030 2.83680 -2.39960 0.063
H 1.82990 5.59800 -4.99230 0.086
H 3.27930 4.92710 -4.25440 0.072
H 3.26240 6.61160 -4.78190 0.073
H 0.51260 7.37640 -3.86720 0.083
H 1.99170 8.30560 -3.62460 0.075
H 0.95320 7.94150 -2.24650 0.080
H 3.88710 5.66470 -1.82960 0.054
H 2.90470 6.88950 -1.04690 0.089
H 3.93550 7.32980 -2.41660 0.076
H 5.48030 1.66550 2.61650 0.080
H 4.20460 -1.70180 2.90910 0.087
H 2.47400 -1.54570 2.61080 0.078
H 3.06480 -1.79050 4.26420 0.077
H 5.44440 0.09970 4.15680 0.075
H 4.24000 0.03360 5.43800 0.075
H 4.59770 1.57480 4.66620 0.078
H 1.24700 0.52080 3.37740 0.048
H 2.10840 1.83960 4.17080 0.093
H 1.84800 0.31110 5.02760 0.081
F -2.49590 -0.18650 7.24580 0.070
C -2.14130 0.26460 6.01560 -0.145
C -1.90870 -0.62640 4.97120 -0.144
F -2.06000 -1.94970 5.20080 0.086
C -1.55170 -0.16130 3.72400 -0.238
F -1.32020 -1.05950 2.74650 0.051
C -1.43730 1.21700 3.42240 -0.569
S -1.06910 1.82090 1.88200 0.757
C -1.68120 2.08780 4.51370 -0.239
F -1.59680 3.42290 4.33790 0.060
C -2.01250 1.63010 5.77010 -0.150
F -2.22330 2.50550 6.78230 0.079
C 0.06830 0.40460 -4.57720 -0.069
C -1.01820 -0.56020 -4.10350 -0.351
C -1.13710 -1.75740 -5.05280 -0.038
C -2.35640 0.12280 -3.99420 -0.119
C -2.73760 1.03830 -4.96760 -0.032
C -3.96520 1.66030 -4.92490 -0.084
C -4.81520 1.41610 -3.86430 -0.058
C -4.47860 0.50710 -2.87350 -0.130
C -5.37930 0.30090 -1.67600 -0.355
C -4.90290 1.21850 -0.54850 -0.036
C -6.85900 0.55070 -1.96630 -0.075
C -3.25280 -0.17120 -2.96530 -0.108
N -3.01600 -1.25190 -2.07330 0.069
B -2.18050 -1.50480 -0.94590 -0.431
N -2.59940 -2.77530 -0.45640 0.051
C -3.61460 -3.24390 -1.26780 -0.088
C -3.86170 -2.34070 -2.23260 -0.070
C -2.15920 -3.57800 0.63260 -0.101
C -2.80320 -3.51490 1.87100 -0.130
C -2.33180 -4.32140 2.90280 -0.053
C -1.26120 -5.16850 2.72500 -0.070
C -0.65930 -5.24860 1.48550 -0.027
C -1.09780 -4.47360 0.42220 -0.100
C -0.48470 -4.64380 -0.95010 -0.342
C 0.94110 -5.18790 -0.91780 -0.069
C -1.34910 -5.59680 -1.78730 -0.049
C -4.06120 -2.73470 2.20280 -0.345
C -4.26210 -1.37280 1.54980 -0.052
C -5.27170 -3.62380 1.89030 -0.055
H 1.04690 -0.02810 -4.38100 0.050
H -0.00210 1.33700 -4.01960 0.070
H -0.00640 0.62030 -5.64250 0.074
H -0.71790 -0.92330 -3.11630 0.097
H -1.46260 -1.43220 -6.04200 0.078
H -1.85780 -2.47910 -4.67200 0.075
H -0.17410 -2.25200 -5.15380 0.063
H -2.06440 1.26030 -5.77870 0.106
H -4.25360 2.35210 -5.70470 0.099
H -5.75090 1.94780 -3.81480 0.102
H -5.28430 -0.73610 -1.34080 0.104
H -5.00660 2.25870 -0.84370 0.070
H -3.85530 1.03550 -0.32900 0.077
H -5.48610 1.04840 0.35410 0.080
H -7.05860 1.61070 -2.10550 0.069
H -7.45850 0.20820 -1.12480 0.074
H -7.17690 0.01310 -2.85780 0.077
H -4.09960 -4.18410 -1.08430 0.122
H -4.57110 -2.37900 -3.03870 0.133
H -2.81500 -4.27150 3.86630 0.107
H -0.89930 -5.77000 3.54750 0.098
H 0.16990 -5.92160 1.35060 0.100
H -0.45450 -3.66350 -1.43420 0.117
H 0.96540 -6.22820 -0.59250 0.072
H 1.56770 -4.58310 -0.26980 0.078
H 1.36580 -5.14440 -1.91930 0.076
H -1.47190 -6.54610 -1.26490 0.081
H -0.86590 -5.79020 -2.74320 0.076
H -2.33160 -5.17900 -1.98410 0.047
H -4.03700 -2.57620 3.28640 0.124
H -4.60270 -1.48540 0.52730 0.058
H -3.35030 -0.78750 1.54560 0.062
H -5.02290 -0.82180 2.10260 0.090
H -5.34330 -3.78680 0.81820 0.063
H -6.18890 -3.14370 2.22490 0.075
H -5.18110 -4.58940 2.38250 0.075
Cl 3.71380 -3.60240 -3.65320 0.530
C 2.43090 -2.45280 -3.28060 -0.526
C 2.08720 -2.34470 -1.73730 -0.791
O 2.88460 -2.78700 -0.93450 -0.008
O 0.97120 -1.79830 -1.57910 -0.209
H 1.54150 -2.76880 -3.82310 0.044
H 2.76360 -1.47380 -3.62990 0.052
```

Values from the calculation:
Electronic energy: -6776.4972 Eh
Energy above the lowest of the compared OMol25 structures with the same formula, charge and spin: 25.5 kcal/mol
Strongest force on any atom: 1.7 eV/Å
Net charge: -2

=====

# 2
The following is a quantum chemistry calculation of a structure of composition C62H84ClGe2N4O6W in a non-equilibrium geometry, from the Open Molecules 2025 dataset.

The geometry in XYZ format:
```
160
Properties=species:S:1:pos:R:3:lowdin_charge:R:1
W 0.54930 -0.15439 1.30611 1.697
C -5.82083 -2.67847 4.42194 -0.029
C -5.60787 -1.61283 3.33312 -0.552
C -6.14844 -2.16159 2.01046 -0.059
C -6.38003 -0.33137 3.68597 -0.030
C -4.12522 -1.27927 3.25519 -0.138
C -3.38356 -1.46537 2.11325 0.057
C -2.02654 -1.11534 2.08986 -0.169
N -1.11442 -1.34444 1.08565 -0.026
C -1.09668 -2.22700 0.03994 -0.159
C -2.15787 -2.95624 -0.51477 0.053
C -1.92632 -3.82287 -1.55600 -0.143
C -0.59899 -4.00380 -1.98020 0.059
C 0.49978 -3.31720 -1.48342 -0.057
C 0.23057 -2.35433 -0.49286 -0.188
O 1.11188 -1.51150 0.06741 -0.235
C 1.90569 -3.64985 -1.99492 -0.522
C 1.87645 -4.61452 -3.18420 -0.053
C 2.68408 -4.32163 -0.85620 -0.014
C 2.63837 -2.37978 -2.44401 -0.027
C -3.04886 -4.58280 -2.25172 -0.550
C -2.97383 -4.30417 -3.76235 -0.033
C -2.87985 -6.08876 -1.99536 -0.025
C -4.42975 -4.16158 -1.74269 -0.055
C -1.43062 -0.46202 3.21710 -0.191
O -0.19461 0.05294 2.99487 -0.242
C -2.11538 -0.45418 4.44242 -0.053
C -3.45191 -0.82301 4.40154 0.068
C -1.42504 -0.18761 5.78343 -0.518
C -0.24068 -1.16121 5.88459 -0.022
C -0.93452 1.25870 5.88889 -0.018
C -2.34866 -0.46152 6.97360 -0.051
H -6.85925 -3.01070 4.41402 0.094
H -5.18289 -3.54489 4.23943 0.096
H -5.60109 -2.29395 5.41773 0.083
H -7.21180 -2.37257 2.11730 0.094
H -6.03661 -1.43798 1.19961 0.087
H -5.65215 -3.09585 1.73775 0.085
H -7.44666 -0.54844 3.75086 0.095
H -6.05736 0.08021 4.64252 0.084
H -6.23026 0.42738 2.91537 0.091
H -3.84435 -1.86217 1.22673 0.081
H -3.15180 -2.84641 -0.12156 0.082
H -0.42353 -4.73849 -2.75102 0.101
H 1.46658 -5.58654 -2.90763 0.093
H 1.31013 -4.20558 -4.02392 0.093
H 2.89800 -4.78620 -3.52238 0.095
H 2.18436 -5.23765 -0.53769 0.103
H 3.68806 -4.57994 -1.19746 0.100
H 2.77797 -3.66423 0.00053 0.053
H 2.06022 -1.84977 -3.20663 0.088
H 2.81325 -1.71761 -1.60017 0.062
H 3.60629 -2.64507 -2.87182 0.097
H -2.07392 -4.73160 -4.20473 0.083
H -3.83417 -4.75070 -4.26154 0.095
H -2.98099 -3.22960 -3.96292 0.077
H -1.91143 -6.45248 -2.34027 0.085
H -2.96754 -6.30836 -0.93050 0.096
H -3.65771 -6.63970 -2.52499 0.096
H -4.61524 -3.09746 -1.90998 0.088
H -5.19721 -4.72141 -2.27612 0.096
H -4.54592 -4.38387 -0.68036 0.084
H -4.01651 -0.75878 5.31932 0.105
H 0.50603 -0.96124 5.12411 0.046
H 0.24238 -1.06659 6.85782 0.100
H -0.58192 -2.19252 5.77140 0.105
H -0.34541 1.55565 5.02418 0.053
H -1.77960 1.94213 5.96251 0.090
H -0.32184 1.37204 6.78477 0.101
H -2.71853 -1.48854 6.97597 0.096
H -1.78130 -0.31229 7.89176 0.097
H -3.19393 0.22857 6.99490 0.091
C 6.28428 0.25720 -3.76020 -0.023
C 5.39078 1.49804 -3.59490 -0.548
C 4.87485 1.93094 -4.96810 -0.049
C 6.20638 2.65727 -2.99389 -0.023
C 4.27383 1.14780 -2.63138 -0.142
C 4.54652 0.80572 -1.30998 0.044
C 3.49857 0.60644 -0.43798 -0.111
N 2.20341 0.64821 -0.76710 0.031
C 1.91599 0.84952 -2.07380 -0.187
C 2.93560 1.15728 -2.98268 0.047
C 0.54224 0.71377 -2.59881 -0.030
C 0.28306 0.73895 -3.96507 0.086
C -0.97590 0.57049 -4.51799 -0.094
C -2.00271 0.19388 -3.62747 0.046
C -1.77159 0.20088 -2.29791 0.025
N -0.55399 0.55029 -1.76894 0.067
C -1.26979 0.77465 -5.98307 -0.549
C -1.74713 -0.55132 -6.59834 -0.018
C -2.37497 1.84298 -6.08543 -0.018
C -0.04366 1.25956 -6.76280 -0.044
H 7.08823 0.46961 -4.46449 0.098
H 5.70351 -0.58377 -4.14367 0.090
H 6.73754 -0.03660 -2.81318 0.086
H 5.72065 2.24962 -5.57580 0.098
H 4.18976 2.77855 -4.89398 0.092
H 4.38355 1.11147 -5.49784 0.091
H 7.04465 2.88953 -3.65027 0.098
H 6.60812 2.40512 -2.01294 0.084
H 5.58480 3.54928 -2.89733 0.088
H 5.55745 0.72260 -0.93713 0.134
H 3.71375 0.41486 0.59994 0.103
H 2.68320 1.41904 -3.99608 0.099
H 1.10556 0.89575 -4.63945 0.102
H -2.97841 -0.10026 -3.98684 0.134
H -2.51912 -0.10147 -1.58027 0.135
H -2.62600 -0.95638 -6.09499 0.081
H -0.95543 -1.30124 -6.55452 0.096
H -2.00194 -0.39105 -7.64507 0.102
H -3.30571 1.51940 -5.61886 0.087
H -2.57878 2.05533 -7.13384 0.101
H -2.05872 2.77225 -5.60790 0.100
H 0.74015 0.49960 -6.78335 0.094
H 0.35667 2.18672 -6.34801 0.097
H -0.33633 1.45565 -7.79256 0.101
O 2.48996 -1.63766 4.02920 -0.174
Cl 2.16465 -1.80808 2.68391 0.764
O 0.77861 -2.14089 2.50455 -0.290
O 3.00484 -2.68647 1.99833 -0.185
O 2.26521 -0.46050 2.01959 -0.467
C -0.09451 4.84650 -0.69361 -0.245
Ge 1.53520 4.37154 0.30488 0.762
C 2.04094 5.80549 1.55731 -0.200
C 3.01026 4.30183 -1.02670 -0.233
Ge 1.02368 2.17395 1.31411 0.808
C -0.21017 3.05732 2.70192 -0.319
C -1.60351 2.96338 2.74055 -0.132
C -2.36224 3.74764 3.60052 -0.085
C -1.74585 4.64781 4.45330 -0.079
C -0.36403 4.74334 4.44772 -0.064
C 0.39030 3.95614 3.58932 -0.151
C 2.66764 2.19863 2.49010 -0.368
C 3.88773 2.66492 2.00050 -0.151
C 5.01292 2.73915 2.81258 -0.065
C 4.94128 2.33740 4.13565 -0.061
C 3.73619 1.86421 4.64051 -0.053
C 2.61933 1.79319 3.82655 -0.135
H -0.06432 5.89327 -0.99605 0.026
H -0.98336 4.68497 -0.08354 0.011
H -0.15720 4.22949 -1.59265 0.002
H 2.41107 6.60475 0.91181 0.035
H 2.84545 5.50053 2.22401 0.024
H 1.19686 6.17697 2.13128 0.023
H 2.80001 5.05171 -1.79156 0.030
H 3.08878 3.32741 -1.51058 -0.018
H 3.96244 4.55760 -0.56316 0.025
H -2.12034 2.26865 2.10203 0.065
H -3.44156 3.65386 3.60461 0.107
H -2.33471 5.25870 5.12501 0.111
H 0.13598 5.44028 5.10883 0.114
H 1.46794 4.04147 3.61828 0.085
H 3.96095 2.97909 0.96596 0.060
H 5.94435 3.11114 2.40415 0.110
H 5.80712 2.40897 4.78012 0.112
H 3.66685 1.53759 5.67042 0.115
H 1.69161 1.42658 4.24719 0.087
N -1.37659 0.98859 0.40866 0.071
C -0.40505 0.80599 -0.40675 -0.397
H -2.32563 0.98759 0.03190 0.109
```

Values from the calculation:
Electronic energy: -7763.6984 Eh
Energy above the lowest of the compared OMol25 structures with the same formula, charge and spin: 12.5 kcal/mol
Multiplicity: 2
Strongest force on any atom: 5.9 eV/Å
Net charge: +2

=====

Q: The highest electronic energy belongs to which entry?
A: C62H78BClF5N2O4SSeTl